Entry from the OMol25 dataset: 8 unconnected molecules or ions with the total composition C42H98N2O14 at a distorted geometry (the ωB97M-V functional and the def2-TZVPD basis).

Values from the calculation:
- energy relative to the best compared isomer or geometry (same formula, charge and spin) (eV) = 1.273
- HOMO level (eV) = -8.05
- multiplicity = 1
- total energy (a.u.) = -2821.3394
- gap between HOMO and LUMO (eV) = 8.652

XYZ file:
```
156
Properties=species:S:1:pos:R:3:forces:R:3:lowdin_charge:R:1
C -4.0319 7.3120 3.8387 -0.3571 0.1402 2.0591 -0.037
C -3.2688 7.6469 5.1996 0.0954 -1.1605 -0.0298 -0.414
C -2.6299 6.2964 5.6299 1.0576 0.0434 -0.1999 -0.050
C -2.2419 8.7930 4.8533 -1.4178 -0.5022 -0.3919 -0.144
C -1.6726 9.4003 6.0913 0.5227 -0.0831 -0.8480 -0.204
C -2.7152 9.8125 7.0746 0.7597 0.5561 0.8082 -0.168
C -3.6595 8.7546 7.5591 -0.1373 -0.9198 -0.2376 -0.531
C -2.9493 7.7494 8.4690 -0.2822 -0.8115 0.5862 -0.035
C -4.7935 9.4622 8.3177 -0.2435 -0.1659 -0.2705 -0.034
N -4.1775 8.0821 6.3508 -1.1407 1.1324 -2.2309 -0.083
O -5.3343 7.2142 6.5567 1.7818 0.1726 0.2038 -0.025
H -3.3827 6.8822 3.0758 0.3259 0.4925 0.1231 0.080
H -4.7354 6.5105 4.0641 -0.2895 0.1154 -0.0491 0.066
H -4.5710 8.2006 3.5104 0.0485 -0.0951 -0.2855 0.077
H -1.9671 6.3053 6.4953 -0.1699 0.5792 0.1732 0.057
H -3.3637 5.5253 5.8645 -0.2814 0.2052 -0.2648 0.082
H -1.9550 5.9226 4.8599 -0.2263 -0.1424 -0.4218 0.077
H -1.5228 8.5256 4.0791 0.4673 -0.9397 0.5013 0.118
H -2.7466 9.5413 4.2423 -0.7678 0.3583 0.4644 0.110
H -0.9998 8.6720 6.5441 0.2477 0.1480 0.1403 0.112
H -1.1316 10.3093 5.8284 0.4481 -0.1399 0.0519 0.118
H -3.2609 10.6991 6.7518 -0.0014 0.0013 -0.1446 0.126
H -2.0825 10.0641 7.9258 -0.4485 0.5674 0.4945 0.127
H -1.9262 7.4486 8.2433 0.0811 0.5411 -0.3842 0.067
H -3.5032 6.8150 8.3778 -0.1825 -0.0639 0.3627 0.084
H -2.9479 8.0503 9.5167 -0.1165 0.1234 0.0379 0.082
H -5.2610 10.1888 7.6532 -0.2425 -0.1937 -0.1726 0.082
H -4.4567 10.0584 9.1658 0.4555 -0.2524 0.0671 0.085
H -5.5352 8.7530 8.6853 -0.0218 0.0238 -0.0928 0.081
H -6.0339 7.6286 6.0464 0.0358 0.2695 -0.0498 0.093
C -1.5229 0.1522 -8.9078 0.3552 0.0582 0.4982 -0.051
C -2.8631 -0.2099 -9.4850 -1.6083 -0.3583 -0.6523 -0.476
C -3.9821 0.2145 -8.4921 0.5748 0.0211 0.3364 -0.035
C -3.0896 0.5278 -10.8882 -1.7676 0.7861 1.0065 -0.105
C -4.3774 0.0398 -11.5712 0.8402 -1.3068 -0.5221 -0.201
C -4.2084 -1.4231 -11.8847 -0.2321 -1.3519 1.5378 -0.145
C -3.9958 -2.3124 -10.5467 1.3012 0.1107 -1.7256 -0.424
C -5.3535 -2.5996 -9.8858 0.1523 0.1991 0.3820 -0.027
C -3.2796 -3.6071 -11.0690 0.4816 -0.1612 -0.0732 -0.060
N -2.9302 -1.6912 -9.6712 -0.3925 1.2065 -2.8347 -0.143
O -2.7927 -2.3917 -8.4874 -0.1164 -0.2722 0.8054 -0.014
H -1.3580 -0.1885 -7.8856 -0.3655 -0.4247 0.0257 0.079
H -0.7337 -0.3040 -9.5055 0.1310 0.4607 -0.1757 0.090
H -1.4610 1.2344 -8.7941 0.3060 0.1170 -0.5473 0.087
H -5.0035 -0.0740 -8.7404 0.1650 0.1802 -0.4098 0.065
H -3.7639 -0.2960 -7.5541 0.0035 -0.0116 0.1144 0.079
H -3.9334 1.2830 -8.2823 -0.1124 0.0935 -0.1018 0.083
H -3.3764 1.5584 -10.6794 0.4289 0.3288 0.7623 0.104
H -2.2734 0.6984 -11.5902 0.3663 -1.0137 0.1675 0.116
H -5.2727 0.1094 -10.9534 0.1352 0.4676 0.2231 0.105
H -4.5971 0.4989 -12.5351 0.1614 0.6332 0.1776 0.112
H -3.4048 -1.6365 -12.5895 0.1466 0.2425 0.0826 0.109
H -5.1384 -1.7789 -12.3281 0.0502 -0.3281 -0.1303 0.108
H -6.2190 -2.1827 -10.4008 0.1819 0.0990 -0.4098 0.076
H -5.3854 -2.1261 -8.9046 0.0470 -0.5320 0.1965 0.065
H -5.5191 -3.6756 -9.8321 -0.0245 0.0682 0.3642 0.080
H -3.8195 -4.2223 -11.7888 -0.5347 0.1948 0.0937 0.081
H -2.8730 -4.3027 -10.3349 -0.7129 -0.0130 0.6968 0.067
H -2.3410 -3.3683 -11.5691 -0.1218 0.6738 -0.2920 0.073
H -2.0760 -2.9875 -8.7173 0.1601 -0.1673 0.4048 0.101
C 7.5860 -7.5120 9.0370 1.7696 -0.4420 0.4223 -0.134
O 7.4606 -6.7189 7.9037 -1.2107 1.1919 -0.7566 -0.176
C 6.8270 -7.4561 6.8900 -1.1029 -0.6855 0.0550 -0.234
C 7.0052 -6.8242 5.5012 -0.3255 -1.0071 2.0531 -0.191
O 6.3797 -7.6666 4.5378 0.4963 1.4223 0.1629 -0.156
C 6.1044 -6.8904 3.3931 0.0178 -1.1868 -1.9808 -0.138
H 6.7817 -8.1899 9.3225 -0.5053 0.2169 -0.4243 0.090
H 7.8390 -6.9114 9.9107 -0.0205 0.1762 -0.1840 0.090
H 8.4559 -8.0949 8.7341 0.2107 -0.8309 1.0058 0.092
H 5.7552 -7.5100 7.0807 -0.4896 0.4325 0.0768 0.124
H 7.0514 -8.5129 7.0346 0.9172 -0.2727 -0.8149 0.117
H 8.0772 -6.6668 5.3824 0.0048 0.1754 -0.7175 0.131
H 6.4487 -5.8987 5.6498 0.2788 0.4489 -0.6900 0.127
H 6.9675 -6.4588 2.8864 0.5219 0.7372 0.8869 0.086
H 5.2725 -6.1872 3.4332 0.1118 0.1593 0.6407 0.091
H 5.8747 -7.5713 2.5734 -0.6747 -0.5308 0.2641 0.082
C 6.3210 2.7728 -4.0334 1.6868 -1.5740 0.6900 -0.096
O 7.0229 1.5248 -4.1217 0.5532 -1.2728 -1.7991 -0.230
C 7.0314 0.8754 -5.4570 -0.7660 -0.0578 1.3622 -0.150
C 7.3174 -0.6352 -5.2691 -0.5455 1.0701 -0.5331 -0.205
O 6.1278 -1.4135 -5.3644 0.2010 -0.0057 0.2860 -0.183
C 6.4231 -2.8044 -5.4172 0.2656 0.4552 1.3336 -0.111
H 6.6884 3.0941 -3.0587 -0.3943 0.6023 -0.0101 0.084
H 5.2593 2.5392 -3.9536 -0.1815 0.7115 -0.6500 0.089
H 6.7618 3.4090 -4.8009 -0.9775 0.4848 -0.1332 0.088
H 7.7574 1.2414 -6.1830 0.5205 0.6371 0.5378 0.110
H 6.0707 1.0973 -5.9216 -0.2830 -0.4975 -0.0089 0.116
H 7.8635 -0.6952 -4.3277 -0.2572 -0.4528 0.3811 0.125
H 8.0153 -0.9453 -6.0468 0.0665 -0.1609 -0.2531 0.111
H 5.5274 -3.4188 -5.3259 -0.3082 0.3776 -1.1429 0.087
H 6.8821 -3.1194 -4.4800 0.7739 0.1857 0.1927 0.079
H 7.1255 -2.9868 -6.2305 -0.3605 -0.5041 -0.2452 0.086
C 3.0623 -0.1638 3.2355 0.2789 0.0539 2.5914 -0.148
O 4.0200 -0.5078 2.3343 1.2930 -0.7365 -1.9418 -0.166
C 3.9679 0.1436 1.0895 -0.8506 -0.8922 -1.1033 -0.185
C 2.6554 -0.1029 0.3452 0.5668 1.7332 0.5480 -0.206
O 1.7113 0.8324 0.8618 1.1468 -0.3591 1.2308 -0.209
C 0.4751 0.3331 0.5486 -1.0322 0.9904 -0.4459 -0.149
H 2.0627 -0.5799 3.1101 -0.2230 0.5262 -0.6267 0.091
H 3.1665 0.8936 3.4788 -0.9433 0.3650 -0.2795 0.100
H 3.4108 -0.6367 4.1536 -0.0735 -0.1790 0.2979 0.089
H 4.7062 -0.3062 0.4256 0.5599 0.1320 0.4439 0.125
H 4.1044 1.2226 1.1626 0.1708 0.1315 0.1567 0.130
H 2.3162 -1.1359 0.4223 -0.0018 -0.1038 0.1836 0.129
H 2.7182 0.1988 -0.7003 0.5325 -0.5183 -0.4113 0.125
H 0.2183 -0.5428 1.1443 -0.0551 -0.3851 -0.2479 0.091
H 0.5704 0.1765 -0.5259 -1.1831 -0.6786 -0.2890 0.089
H -0.2551 1.1155 0.7554 -0.1802 -0.0816 -0.1142 0.094
C -3.8144 -10.9204 2.4163 -0.0915 0.3136 0.2326 -0.113
O -3.8449 -9.7643 1.5932 0.9951 -0.3424 -0.7341 -0.177
C -2.7833 -8.8485 1.8683 -0.5429 0.7159 -0.1671 -0.196
C -2.5604 -7.7992 0.7516 -0.8789 0.0134 0.0767 -0.206
O -3.7677 -7.0898 0.4869 0.3806 -0.0166 -0.6057 -0.199
C -3.7991 -6.3096 -0.7438 -0.2087 -1.7693 1.2078 -0.074
H -2.8011 -11.2204 2.6834 0.2011 -0.0501 -0.1974 0.080
H -4.3177 -11.7541 1.9267 0.0476 0.1931 -0.2397 0.085
H -4.3382 -10.7383 3.3547 -0.1215 0.1306 0.1983 0.082
H -1.7948 -9.2855 2.0098 0.0109 -0.7056 -0.0227 0.114
H -3.0626 -8.4092 2.8260 0.2610 0.6707 0.0494 0.123
H -2.1355 -8.2428 -0.1488 -0.4962 -0.6096 -0.3360 0.114
H -1.7506 -7.1174 1.0114 0.0479 0.2849 0.7432 0.116
H -3.2248 -5.3966 -0.5864 -0.3382 0.1950 -0.4060 0.086
H -4.8648 -6.2490 -0.9644 0.0827 0.9360 0.2301 0.087
H -3.4453 -6.9113 -1.5810 0.6517 0.0405 -0.0296 0.078
C 13.8226 4.0749 7.7151 0.5312 0.3557 2.5785 -0.137
O 14.4184 2.9230 7.2180 -0.7529 -0.6576 -0.8686 -0.178
C 13.6307 2.1128 6.3561 -0.3209 0.2357 0.5539 -0.181
C 12.5030 1.2183 6.9402 1.4281 0.6432 0.8430 -0.209
O 11.3769 1.7875 7.5685 -1.2101 0.2386 -0.9934 -0.174
C 10.4018 0.7733 7.7446 -0.8167 -0.2932 0.4894 -0.133
H 13.2992 4.7958 7.0869 0.3212 -0.3129 -0.6525 0.093
H 14.6454 4.5038 8.2869 0.2034 0.9105 -0.5926 0.087
H 13.1946 3.8711 8.5824 -0.8913 -0.4643 -0.2669 0.080
H 14.3932 1.4183 6.0035 -0.3742 -0.2418 -0.4383 0.125
H 13.2378 2.7128 5.5352 0.0013 0.1191 -0.2178 0.122
H 12.9504 0.7180 7.7991 0.5370 -1.1087 -0.5402 0.129
H 12.2117 0.6113 6.0831 -0.0414 -0.5241 0.1930 0.124
H 9.8872 0.3338 6.8901 0.4734 0.6136 -1.1259 0.081
H 9.5512 1.1443 8.3164 0.4393 0.3125 0.4093 0.087
H 10.7851 -0.1385 8.2027 0.4713 0.1725 0.6286 0.083
C -14.9136 -0.1940 -5.0638 2.2592 0.3708 0.2661 -0.079
O -14.0320 -1.0382 -4.2442 -0.5268 0.7692 0.3800 -0.202
C -13.2538 -0.2724 -3.2774 -0.1021 -0.1400 -0.7748 -0.177
C -12.0695 0.5092 -3.8981 1.2102 -0.5043 0.4576 -0.164
O -11.2217 0.9874 -2.8203 -1.6211 -0.8748 -0.2388 -0.188
C -9.8391 1.0514 -2.9507 1.2295 1.6308 0.0808 -0.147
H -14.2453 0.1752 -5.8417 -0.2545 0.1997 -0.4336 0.073
H -15.2079 0.6959 -4.5074 -0.4408 -0.1644 0.2113 0.080
H -15.7503 -0.6801 -5.5655 0.1585 -0.5198 0.6765 0.083
H -12.8009 -0.9493 -2.5530 -0.1760 -0.3741 -0.2713 0.122
H -13.9279 0.3564 -2.6957 -0.0005 0.3756 -0.1224 0.117
H -12.3488 1.2997 -4.5947 -0.1868 0.3204 0.2388 0.116
H -11.4248 -0.1711 -4.4545 -0.3569 -0.3849 -0.3165 0.120
H -9.1958 0.5118 -3.6457 -1.0708 -1.1863 -0.5630 0.083
H -9.3708 0.8769 -1.9820 -0.2944 0.0301 0.1754 0.085
H -9.5915 2.0686 -3.2542 0.1737 0.4518 0.2332 0.078
```
Positions in Å, forces in eV/Å.